C27H22BrCl2N3Rb | ωB97M-V with the def2-TZVPD basis set

ΔE to the lowest compared entry with this formula, charge and spin = 15.0 kcal per mole
gap between HOMO and LUMO = 5.3 eV
LUMO level = 1.83 eV
net charge = -1

Atoms and positions in Å:
Rb  0.454  1.422  0.625
C  -2.011  3.741  -4.616
C  -1.064  4.173  -3.541
C  -0.709  5.501  -3.330
C  0.149  5.864  -2.309
C  0.637  4.840  -1.505
Br  1.776  5.249  -0.053
N  0.336  3.578  -1.693
C  -0.492  3.242  -2.678
H  -2.307  4.580  -5.246
H  -2.921  3.317  -4.189
H  -1.571  2.980  -5.262
H  -1.117  6.269  -3.978
H  0.434  6.890  -2.128
H  -0.706  2.183  -2.786
Cl  6.293  1.153  0.085
C  5.076  0.301  1.044
Cl  3.468  1.013  0.908
H  5.372  0.346  2.085
H  5.008  -0.721  0.687
N  -2.886  1.528  8.438
C  -2.426  1.568  7.382
C  -1.847  1.623  6.062
C  -2.115  2.705  5.226
C  -1.541  2.737  3.961
C  -0.688  1.743  3.436
C  -0.471  0.679  4.338
C  -1.018  0.597  5.614
H  -2.762  3.503  5.573
H  -1.787  3.613  3.359
H  0.165  -0.157  4.046
H  -0.813  -0.246  6.264
N  0.406  -0.999  -0.544
C  0.241  -2.201  -0.807
C  1.322  -3.038  -1.499
C  2.187  -2.392  -2.380
C  3.241  -3.060  -2.978
C  3.472  -4.403  -2.694
C  2.629  -5.059  -1.808
C  1.562  -4.383  -1.228
C  -1.032  -2.969  -0.447
C  -1.605  -3.947  -1.254
C  -2.810  -4.550  -0.913
C  -3.457  -4.197  0.262
C  -2.894  -3.225  1.081
C  -1.703  -2.617  0.723
H  2.009  -1.335  -2.547
H  3.892  -2.533  -3.667
H  4.299  -4.927  -3.156
H  2.800  -6.100  -1.563
H  0.913  -4.907  -0.536
H  -1.108  -4.235  -2.175
H  -3.240  -5.298  -1.569
H  -4.391  -4.670  0.539
H  -3.384  -2.935  2.003
H  -1.267  -1.835  1.335


C27H22BrF6IN4NdO6S2 | ωB97M-V with the def2-TZVPD basis set

ΔE to the lowest compared entry with this formula, charge and spin = 0.0 kcal per mole
multiplicity = 4
gap between HOMO and LUMO (alpha / beta) = 7.7 / 7.7 eV
LUMO level (alpha / beta) = -3.50 / -3.50 eV
net charge = +1

Atoms and positions in Å:
Nd  0.056  -0.935  -0.702
C  -0.636  2.137  -3.337
C  0.784  2.199  -2.884
C  1.680  3.065  -3.525
C  3.018  3.128  -3.146
C  3.372  2.422  -2.004
C  2.438  1.629  -1.321
N  1.171  1.433  -1.821
C  2.898  0.957  -0.077
C  4.215  1.153  0.387
C  4.610  0.537  1.559
C  3.645  -0.145  2.320
C  2.339  -0.213  1.876
N  2.013  0.177  0.613
C  1.289  -0.732  2.726
C  1.553  -0.710  4.125
C  0.664  -1.354  4.991
C  -0.498  -1.888  4.430
C  -0.759  -1.788  3.059
C  -2.090  -2.198  2.483
N  0.126  -1.212  2.211
H  -0.728  2.008  -4.436
H  -1.174  3.101  -3.122
H  -1.151  1.294  -2.837
H  1.234  3.703  -4.284
H  3.775  3.726  -3.671
H  4.414  2.440  -1.633
H  4.915  1.777  -0.184
H  5.694  0.536  1.773
H  3.973  -0.670  3.224
H  2.420  -0.102  4.422
H  0.845  -1.498  6.065
H  -1.224  -2.432  5.047
H  -1.957  -2.845  1.623
H  -2.631  -1.325  2.118
H  -2.680  -2.762  3.225
Br  -4.455  2.314  -0.403
C  -4.040  3.508  1.028
C  -5.153  4.302  1.320
C  -5.092  5.214  2.362
C  -3.944  5.354  3.125
C  -2.867  4.547  2.880
C  -2.823  3.654  1.778
I  -1.076  2.527  1.294
H  -6.063  4.215  0.737
H  -5.951  5.847  2.475
H  -3.879  6.080  3.965
H  -1.989  4.632  3.500
C  -3.785  -2.013  -2.244
C  -2.542  -1.521  -1.480
O  -2.138  -2.097  -0.402
O  -1.801  -0.565  -1.975
H  -3.857  -3.096  -2.165
H  -3.604  -1.772  -3.320
H  -4.677  -1.493  -1.864
F  2.316  -2.855  -5.167
C  2.970  -2.394  -4.082
F  4.097  -3.108  -3.796
F  3.270  -1.088  -4.218
S  1.955  -2.514  -2.552
O  2.683  -1.588  -1.654
O  0.585  -2.010  -2.913
N  1.885  -4.006  -2.136
S  1.326  -4.272  -0.688
O  0.786  -3.017  -0.060
O  2.219  -5.015  0.126
C  -0.178  -5.398  -0.744
F  0.036  -6.728  -0.891
F  -0.686  -5.228  0.485
F  -1.139  -5.030  -1.612


C27H22Cl2GeN4O10S2Sc | ωB97M-V with the def2-TZVPD basis set

ΔE to the lowest compared entry with this formula, charge and spin = 0.0 kcal per mole
gap between HOMO and LUMO = 6.7 eV
LUMO level = -4.62 eV
net charge = +1

Atoms and positions in Å:
Sc  -0.082  1.723  -0.417
O  6.190  1.273  -4.279
N  6.090  0.427  -3.416
O  6.831  -0.517  -3.254
C  4.937  0.538  -2.505
C  4.069  1.589  -2.656
C  2.982  1.657  -1.799
C  2.685  0.669  -0.810
O  1.600  0.672  -0.136
C  3.678  -0.340  -0.678
C  4.764  -0.419  -1.516
N  3.561  -1.392  0.357
O  4.281  -2.358  0.234
O  2.721  -1.255  1.223
N  2.119  2.811  -1.961
O  2.168  3.470  -2.947
O  1.353  3.126  -0.996
H  4.237  2.340  -3.414
H  5.477  -1.223  -1.402
Ge  -1.674  -2.265  -1.030
C  -3.149  -1.688  0.006
C  -4.219  -0.919  -0.458
C  -5.305  -0.681  0.367
C  -5.338  -1.212  1.649
C  -4.286  -1.983  2.118
C  -3.190  -2.221  1.300
C  -1.844  -3.124  -2.721
C  -2.859  -2.824  -3.631
C  -2.893  -3.452  -4.865
C  -1.918  -4.383  -5.197
C  -0.912  -4.697  -4.295
C  -0.874  -4.069  -3.059
H  -0.595  -2.906  -0.163
H  -4.198  -0.486  -1.448
H  -6.125  -0.073  0.011
H  -6.190  -1.019  2.288
H  -4.316  -2.397  3.117
H  -2.372  -2.825  1.675
H  -3.626  -2.101  -3.380
H  -3.683  -3.220  -5.568
H  -1.949  -4.877  -6.160
H  -0.161  -5.433  -4.551
H  -0.084  -4.321  -2.359
Cl  0.671  2.532  2.141
C  0.258  0.934  2.812
Cl  -0.853  0.057  1.730
H  -0.253  1.090  3.753
H  1.171  0.357  2.901
C  1.787  -1.736  -7.737
C  1.112  -1.295  -6.470
C  1.739  -1.449  -5.234
C  1.118  -1.045  -4.067
C  -0.155  -0.492  -4.147
C  -0.809  -0.325  -5.362
C  -0.162  -0.731  -6.514
S  -0.902  0.139  -2.718
O  -2.318  0.207  -2.866
O  -0.216  1.435  -2.426
O  -0.489  -0.717  -1.518
H  2.817  -2.038  -7.556
H  1.788  -0.934  -8.475
H  1.257  -2.583  -8.175
H  2.724  -1.896  -5.188
H  1.603  -1.180  -3.108
H  -1.800  0.106  -5.399
H  -0.658  -0.611  -7.470
S  -4.604  3.057  0.139
C  -3.064  2.741  0.014
N  -1.896  2.507  -0.071


C27H22Cl3GeN3P2Se2Ti | ωB97M-V with the def2-TZVPD basis set

ΔE to the lowest compared entry with this formula, charge and spin = 35.7 kcal per mole
gap between HOMO and LUMO (alpha / beta) = 7.3 / 7.3 eV
LUMO level (alpha / beta) = -0.60 / -0.60 eV

Atoms and positions in Å:
Ti  -0.628  3.445  -2.584
Se  -0.065  0.975  4.029
P  -0.750  0.036  2.298
C  0.057  -1.577  2.067
C  0.906  -1.883  1.019
C  1.531  -3.121  0.961
C  1.308  -4.058  1.955
C  0.456  -3.755  3.011
C  -0.163  -2.521  3.070
C  -2.508  -0.418  2.268
C  -3.025  -1.045  1.138
C  -4.356  -1.422  1.115
C  -5.165  -1.179  2.219
C  -4.645  -0.559  3.344
C  -3.311  -0.174  3.371
C  -0.652  1.092  0.819
C  0.005  1.397  -0.371
N  -0.638  2.496  -0.867
N  -1.615  2.845  -0.042
N  -1.636  2.025  0.959
P  1.404  0.881  -1.373
Se  1.743  2.298  -2.970
C  0.921  -0.710  -2.122
C  -0.373  -0.702  -2.649
C  -0.861  -1.806  -3.323
C  -0.061  -2.931  -3.475
C  1.222  -2.942  -2.953
C  1.718  -1.835  -2.279
C  2.840  0.934  -0.269
C  3.825  -0.031  -0.116
C  4.888  0.210  0.741
C  4.968  1.405  1.438
C  3.987  2.376  1.279
C  2.927  2.145  0.423
H  1.075  -1.151  0.251
H  2.191  -3.353  0.134
H  1.796  -5.022  1.907
H  0.279  -4.484  3.791
H  -0.815  -2.271  3.899
H  -2.385  -1.233  0.281
H  -4.765  -1.906  0.237
H  -6.206  -1.473  2.191
H  -5.279  -0.371  4.200
H  -2.885  0.325  4.233
H  -1.010  0.165  -2.528
H  -1.865  -1.783  -3.725
H  -0.436  -3.797  -4.005
H  1.843  -3.821  -3.064
H  2.725  -1.860  -1.887
H  3.775  -0.972  -0.646
H  5.652  -0.546  0.862
H  5.797  1.581  2.110
H  4.045  3.311  1.819
H  2.163  2.902  0.286
Cl  -2.975  3.390  -2.663
Ge  -2.421  5.300  -3.970
Cl  -3.855  4.775  -5.568
Cl  -0.678  3.904  -4.859
C  -0.110  5.138  -1.938
H  -0.377  5.510  -0.949
H  0.464  5.854  -2.529


C27H22CuN4OPS2SbSe4 | ωB97M-V with the def2-TZVPD basis set

ΔE to the lowest compared entry with this formula, charge and spin = 8.8 kcal per mole
multiplicity = 2
gap between HOMO and LUMO (alpha / beta) = 5.3 / 5.2 eV
LUMO level (alpha / beta) = 3.93 / 3.87 eV
net charge = -2

Atoms and positions in Å:
Cu  -0.979  0.236  0.442
Se  -1.900  5.345  0.927
Sb  -2.754  3.235  0.055
Se  -2.467  1.590  2.104
Se  -0.702  2.031  -1.092
Se  -4.642  1.345  2.485
O  2.794  -0.017  -1.710
N  2.683  -0.382  -0.419
C  3.221  -1.481  -0.100
C  3.190  -1.872  1.305
C  4.070  -2.871  1.731
C  4.174  -3.208  3.064
C  3.406  -2.536  4.001
C  2.500  -1.571  3.604
C  2.339  -1.219  2.261
P  1.052  0.012  1.755
C  0.210  0.040  3.414
C  0.163  1.087  4.328
C  -0.605  0.976  5.480
C  -1.336  -0.173  5.732
C  -1.280  -1.236  4.839
C  -0.511  -1.124  3.695
C  1.983  1.588  1.835
C  3.375  1.629  1.881
C  4.037  2.846  1.856
C  3.320  4.032  1.788
C  1.935  4.007  1.775
C  1.275  2.787  1.802
H  2.199  0.762  -1.803
H  3.768  -2.071  -0.834
H  4.692  -3.370  0.996
H  4.864  -3.983  3.377
H  3.522  -2.766  5.053
H  1.909  -1.076  4.361
H  0.711  2.000  4.137
H  -0.657  1.809  6.171
H  -1.963  -0.234  6.613
H  -1.856  -2.136  5.013
H  -0.469  -1.948  2.989
H  3.950  0.712  1.935
H  5.121  2.865  1.877
H  3.846  4.979  1.741
H  1.343  4.913  1.724
H  0.195  2.776  1.789
N  0.119  -3.149  -0.104
C  -0.219  -2.784  -1.367
N  -0.232  -1.594  -1.832
C  -0.517  -1.566  -3.181
C  -0.604  -0.427  -3.974
C  -0.882  -0.568  -5.324
C  -1.064  -1.825  -5.899
C  -0.993  -2.972  -5.124
C  -0.723  -2.831  -3.772
S  -0.563  -4.076  -2.560
H  0.042  -2.389  0.564
H  -0.283  -4.011  0.228
H  -0.468  0.547  -3.522
H  -0.942  0.316  -5.947
H  -1.278  -1.903  -6.958
H  -1.135  -3.954  -5.558
S  -2.908  -3.692  1.745
C  -2.469  -2.239  1.202
N  -2.123  -1.212  0.764


C27H22F | ωB97M-V with the def2-TZVPD basis set

ΔE to the lowest compared entry with this formula, charge and spin = 7.9 kcal per mole
gap between HOMO and LUMO = 5.1 eV
LUMO level = -6.18 eV
net charge = +1

Atoms and positions in Å:
F  3.727  4.230  2.662
C  3.336  2.951  2.337
C  4.280  1.927  2.400
C  3.868  0.636  2.039
C  2.533  0.378  1.772
C  1.540  1.408  1.795
C  0.162  1.006  1.707
C  -1.029  1.797  1.883
C  -2.293  1.132  1.823
C  -3.478  1.771  2.147
C  -3.452  3.113  2.564
C  -2.248  3.824  2.543
C  -1.066  3.194  2.163
C  2.035  2.742  1.899
H  5.308  2.152  2.660
H  4.606  -0.161  1.955
H  2.227  -0.628  1.489
H  0.006  -0.077  1.879
H  -2.310  0.086  1.497
H  -4.424  1.236  2.063
H  -4.376  3.609  2.861
H  -2.233  4.883  2.813
H  -0.173  3.801  2.081
H  1.432  3.603  1.625
C  -0.176  -1.017  -0.593
C  -1.480  -1.204  -1.364
C  -1.646  -2.372  -2.122
C  -0.540  -3.386  -2.203
H  -0.625  -3.952  -3.136
C  0.821  -2.751  -2.119
C  1.010  -1.582  -1.370
C  2.285  -1.004  -1.314
C  3.367  -1.586  -1.979
C  3.165  -2.736  -2.754
C  1.896  -3.318  -2.815
C  -2.836  -2.582  -2.831
C  -3.875  -1.648  -2.765
C  -3.731  -0.503  -1.970
C  -2.528  -0.276  -1.298
H  -0.011  0.059  -0.201
H  -0.258  -1.568  0.371
H  -0.655  -4.142  -1.402
H  2.431  -0.099  -0.719
H  4.355  -1.130  -1.921
H  3.987  -3.165  -3.338
H  1.726  -4.216  -3.417
H  -2.937  -3.479  -3.450
H  -4.782  -1.802  -3.359
H  -4.541  0.223  -1.903
H  -2.400  0.622  -0.688


C27H22F5HgP2 | ωB97M-V with the def2-TZVPD basis set

ΔE to the lowest compared entry with this formula, charge and spin = 19.5 kcal per mole
multiplicity = 2
gap between HOMO and LUMO (alpha / beta) = 5.6 / 8.0 eV
LUMO level (alpha / beta) = 0.20 / -0.19 eV

Atoms and positions in Å:
Hg  -2.130  -0.649  2.408
F  -2.358  -1.548  5.423
C  -2.789  -0.529  4.617
F  -4.119  -0.310  4.868
C  -2.105  0.767  5.122
F  -0.747  0.612  5.174
F  -2.356  1.791  4.213
F  -2.547  1.237  6.311
C  1.318  -0.185  0.883
P  -0.466  0.272  0.796
C  -0.482  1.899  1.621
C  -1.361  2.953  1.258
C  -1.251  4.219  1.852
C  -0.178  4.444  2.776
C  0.675  3.399  3.183
C  0.466  2.118  2.660
C  -1.018  0.655  -0.872
C  -1.906  -0.156  -1.585
C  -2.249  0.274  -2.890
C  -1.712  1.421  -3.474
C  -0.796  2.166  -2.780
C  -0.453  1.777  -1.449
P  1.988  -1.662  0.002
C  2.791  -1.158  -1.528
C  2.630  0.129  -2.077
C  3.293  0.390  -3.296
C  4.167  -0.529  -3.892
C  4.357  -1.812  -3.298
C  3.603  -2.138  -2.150
C  0.496  -2.531  -0.512
C  -0.280  -3.145  0.460
C  -1.253  -4.098  0.115
C  -1.413  -4.493  -1.169
C  -0.621  -3.888  -2.184
C  0.258  -2.866  -1.902
H  1.548  -0.367  1.939
H  1.925  0.693  0.572
H  -2.117  2.719  0.492
H  -1.966  5.007  1.570
H  -0.082  5.396  3.299
H  1.465  3.600  3.913
H  1.050  1.267  3.052
H  -2.434  -0.960  -1.090
H  -2.985  -0.341  -3.424
H  -2.041  1.692  -4.456
H  -0.387  3.071  -3.240
H  0.256  2.383  -0.856
H  2.005  0.837  -1.538
H  3.129  1.344  -3.764
H  4.622  -0.264  -4.839
H  5.032  -2.586  -3.678
H  3.638  -3.088  -1.674
H  -0.129  -2.930  1.504
H  -1.866  -4.539  0.930
H  -2.189  -5.220  -1.474
H  -0.694  -4.232  -3.215
H  0.770  -2.307  -2.705


C27H22N6O4RuS | ωB97M-V with the def2-TZVPD basis set

ΔE to the lowest compared entry with this formula, charge and spin = 23.5 kcal per mole
multiplicity = 6
gap between HOMO and LUMO (alpha / beta) = 6.0 / 4.7 eV
LUMO level (alpha / beta) = -3.65 / -5.94 eV
net charge = +1

Atoms and positions in Å:
Ru  -0.757  1.540  0.706
C  1.119  4.214  1.800
O  0.808  3.474  0.626
C  1.840  2.899  -0.062
C  3.183  3.177  0.132
C  4.146  2.508  -0.611
C  3.777  1.593  -1.590
C  2.449  1.303  -1.808
C  1.462  1.914  -1.021
N  0.153  1.538  -1.056
N  -0.230  0.608  -1.885
C  -1.477  0.233  -2.136
C  -2.625  0.736  -1.399
O  -2.467  1.566  -0.419
C  -3.912  0.270  -1.757
C  -4.096  -0.650  -2.751
C  -2.998  -1.207  -3.451
C  -3.170  -2.196  -4.436
C  -2.084  -2.725  -5.095
C  -0.795  -2.257  -4.818
C  -0.599  -1.287  -3.866
C  -1.685  -0.757  -3.148
H  1.637  5.143  1.541
H  1.726  3.613  2.484
H  0.164  4.452  2.268
H  3.501  3.897  0.867
H  5.190  2.694  -0.421
H  4.528  1.097  -2.181
H  2.135  0.571  -2.535
H  -4.754  0.682  -1.218
H  -5.093  -0.965  -3.018
H  -4.169  -2.543  -4.658
H  -2.222  -3.509  -5.824
H  0.047  -2.661  -5.357
H  0.389  -0.908  -3.651
N  3.951  -4.662  1.729
C  3.172  -3.589  1.986
C  2.831  -3.256  3.310
C  2.014  -2.178  3.565
C  1.534  -1.425  2.505
C  1.862  -1.729  1.192
C  2.679  -2.802  0.929
S  0.460  -0.052  2.754
O  0.348  0.328  4.123
O  0.986  1.028  1.864
N  -0.947  -0.602  2.134
C  -2.039  0.141  2.260
N  -3.239  -0.441  2.204
C  -4.313  0.304  2.271
C  -4.265  1.689  2.430
C  -3.002  2.247  2.503
N  -1.907  1.503  2.407
H  4.365  -5.180  2.485
H  4.253  -4.851  0.790
H  3.219  -3.853  4.120
H  1.736  -1.893  4.566
H  1.472  -1.104  0.399
H  2.954  -3.052  -0.084
H  -5.251  -0.228  2.194
H  -5.155  2.289  2.483
H  -2.837  3.313  2.631